(1)
11
Properties=species:S:1:pos:R:3 method="wB97M-V/def2-TZVPD" e_above_lowest_kcal_mol=57.9 homo_ev=-10.42 smiles=N#C[C@@H]1C[C@@H]1O fmax_ev_per_a=2.75
N 2.041 1.135 0.471
C 1.722 0.025 0.444
C 0.356 -0.472 0.612
C -0.380 -1.049 -0.529
C -0.795 0.308 -0.038
O -0.636 1.400 -0.877
H 0.189 -0.754 1.641
H -0.954 -1.934 -0.325
H 0.165 -1.012 -1.469
H -1.705 0.354 0.566
H 0.035 1.983 -0.499


(2)
97
Properties=species:S:1:pos:R:3 method="wB97M-V/def2-TZVPD" e_above_lowest_kcal_mol=6.4 homo_ev=-3.30 fmax_ev_per_a=0.24 total_charge=-1
K 1.304 -2.002 0.067
S -1.481 -0.795 -0.954
C -0.884 -1.311 -2.506
C -1.502 -0.883 -3.700
C -1.039 -1.340 -4.912
C 0.037 -2.227 -4.944
C 0.602 -2.585 -3.736
N 0.180 -2.138 -2.551
H -2.338 -0.201 -3.635
H -1.513 -1.014 -5.831
H 0.424 -2.623 -5.873
H 1.453 -3.261 -3.705
C -1.161 -2.867 4.609
C -0.255 -2.340 3.701
N -0.489 -2.296 2.389
C -1.652 -2.768 1.941
C -2.635 -3.310 2.770
C -2.360 -3.369 4.133
C -3.883 -3.867 2.214
C -4.696 -3.327 1.306
C -4.652 -1.980 0.705
C -4.211 -0.850 1.382
C -4.325 0.362 0.730
N -4.823 0.472 -0.500
C -5.199 -0.671 -1.064
N -5.172 -1.881 -0.525
H -0.917 -2.892 5.663
H 0.701 -1.959 4.037
H -1.809 -2.710 0.868
H -3.085 -3.800 4.815
H -4.142 -4.860 2.572
H -5.517 -3.928 0.930
H -3.805 -0.909 2.381
H -4.008 1.279 1.212
H -5.590 -0.608 -2.075
F 3.328 7.269 0.344
C 2.670 6.100 0.150
C 3.236 4.934 0.616
C 2.552 3.743 0.399
C 1.324 3.708 -0.260
C 0.799 4.917 -0.715
C 1.462 6.121 -0.516
Sb 0.378 1.748 -0.491
C -0.801 2.443 -2.142
C -2.189 2.338 -2.169
C -2.916 2.754 -3.274
C -2.231 3.259 -4.361
F -2.934 3.657 -5.449
C -0.857 3.375 -4.380
C -0.151 2.968 -3.254
C -1.020 2.080 1.101
C -1.765 3.248 1.236
C -2.584 3.456 2.339
C -2.642 2.471 3.305
F -3.436 2.667 4.382
C -1.928 1.295 3.206
C -1.116 1.111 2.094
H 4.189 4.963 1.128
H 3.002 2.818 0.750
H -0.142 4.929 -1.255
H 1.059 7.061 -0.870
H -2.721 1.900 -1.332
H -3.995 2.673 -3.301
H -0.361 3.779 -5.253
H 0.929 3.077 -3.248
H -1.703 4.024 0.480
H -3.167 4.360 2.457
H -1.999 0.546 3.987
H -0.563 0.184 2.005
N 4.914 3.054 -2.700
C 4.448 1.845 -2.239
C 4.969 1.255 -1.086
C 4.424 0.068 -0.638
N 3.407 -0.566 -1.224
C 2.919 0.005 -2.329
C 3.401 1.179 -2.875
H 5.814 3.360 -2.375
H 4.701 3.300 -3.651
H 5.781 1.722 -0.542
H 4.816 -0.394 0.264
H 2.081 -0.500 -2.798
H 2.950 1.580 -3.775
C 2.345 -4.912 -0.091
C 2.573 -4.555 1.208
C 3.423 -3.446 1.597
C 3.528 -3.027 2.895
C 2.843 -3.675 3.943
C 2.059 -4.807 3.603
C 1.931 -5.231 2.319
C 2.894 -3.198 5.273
N 2.907 -2.818 6.368
H 1.740 -5.783 -0.313
H 2.851 -4.422 -0.916
H 3.998 -2.942 0.824
H 4.165 -2.181 3.135
H 1.539 -5.336 4.395
H 1.315 -6.096 2.099


(3)
32
Properties=species:S:1:pos:R:3 method="wB97M-V/def2-TZVPD" e_above_lowest_kcal_mol=9.9 homo_ev=-10.76 smiles=ClCCCl.ClCCCl.ClCCCl.ClCCCl fmax_ev_per_a=0.91
Cl -2.796 5.091 -2.646
C -1.104 5.145 -2.031
C -0.376 3.832 -2.205
Cl -0.288 3.388 -3.938
H -1.183 5.464 -0.995
H -0.581 5.926 -2.584
H -0.921 3.065 -1.667
H 0.667 3.966 -1.937
Cl 0.375 0.770 -0.998
C 1.364 -0.261 0.108
C 1.147 -1.720 -0.253
Cl 2.362 -2.659 0.664
H 1.083 -0.080 1.146
H 2.414 0.008 0.032
H 1.300 -1.810 -1.326
H 0.216 -2.152 0.094
Cl 0.414 -2.235 4.120
C 1.936 -2.150 5.057
C 3.158 -2.213 4.179
Cl 4.594 -2.574 5.147
H 1.900 -2.998 5.739
H 1.908 -1.243 5.655
H 3.353 -1.214 3.793
H 3.084 -2.981 3.420
Cl -4.670 -2.048 -1.332
C -3.743 -1.083 -2.484
C -2.252 -1.291 -2.281
Cl -1.757 -2.977 -2.471
H -3.973 -0.046 -2.244
H -4.053 -1.302 -3.501
H -1.951 -0.915 -1.303
H -1.626 -0.705 -2.957


(4)
24
Properties=species:S:1:pos:R:3 method="wB97M-V/def2-TZVPD" e_above_lowest_kcal_mol=91.9 homo_ev="-11.49 / -13.16" fmax_ev_per_a=1.50 total_charge=+1
C 0.074 1.281 0.739
C 0.085 -1.022 1.682
C -1.385 0.979 0.374
C -1.238 -1.372 0.990
C -0.357 -0.646 -1.151
C 0.846 -0.051 0.752
C 2.460 0.848 -2.069
N 0.884 -0.667 -0.533
N -1.458 -0.415 -0.127
F 3.164 -0.154 -2.543
Cl 1.249 1.446 -3.044
H 0.526 1.949 0.006
H 0.138 1.757 1.715
H -0.073 -0.548 2.649
H 0.683 -1.919 1.830
H -2.045 1.065 1.240
H -1.750 1.652 -0.403
H -1.195 -2.378 0.566
H -2.081 -1.318 1.679
H -0.429 0.159 -1.923
H -0.543 -1.600 -1.661
H 1.869 0.085 1.105
H 2.947 1.453 -1.321
H -2.371 -0.585 -0.552